(1)
Molecular formula: C20H23NO7
Method: DFT, ωB97M-V/def2-TZVPD

Summary:
LUMO = 0.62 eV
E_HOMO = -8.3 eV
Relative energy (zero: lowest compared OMol25 entry of this formula, charge and spin) = 14.91 kcal/mol
Molecular weight = 389.4 u

The geometry in XYZ format:
```
51
Properties=species:S:1:pos:R:3:forces:R:3:mulliken_charge:R:1
C -4.83894 -2.65947 -0.82727 -0.089 -0.145 -0.143 -0.971
H -5.90318 -2.48720 -0.67550 0.060 -0.049 -0.049 0.247
O -4.18417 -1.74629 0.01702 0.315 0.218 0.223 -0.434
C -2.82279 -1.76033 0.05334 -0.066 0.018 0.024 0.883
C -2.00992 -2.57562 -0.71280 -0.400 0.025 0.049 -0.768
C -0.62448 -2.49906 -0.61568 0.261 0.143 0.178 -0.876
C -0.03506 -1.60736 0.25569 -0.065 -0.195 -0.094 -0.651
C -0.84899 -0.78789 1.04041 -0.265 0.022 0.055 0.045
C -2.22617 -0.84956 0.95771 -0.108 -0.013 0.032 0.751
O -3.08863 -0.09602 1.68861 -0.050 -0.325 -0.396 -0.431
C -2.56167 0.72032 2.70694 0.174 0.189 0.192 -0.863
H -1.99771 0.13224 3.43796 -0.012 0.001 -0.029 0.406
H -3.42492 1.17029 3.19448 0.080 0.005 0.005 0.223
H -1.92190 1.51053 2.30106 -0.022 -0.082 0.045 0.226
H -0.37502 -0.09194 1.71423 0.021 0.142 0.104 0.487
C 1.45559 -1.40335 0.38400 0.134 -0.083 0.074 -0.036
N 1.77219 -0.08249 -0.11746 -0.125 -0.160 -0.262 0.092
C 2.63626 0.74063 0.49533 -0.164 0.413 -0.201 0.835
O 3.19852 0.48935 1.54227 0.277 0.033 0.262 -0.699
C 2.83609 2.06366 -0.24884 0.307 -0.043 0.279 -0.892
O 1.77220 2.35504 -1.12768 -0.302 0.121 -0.144 -0.526
C 0.54783 2.64581 -0.56693 -0.158 -0.085 -0.083 0.584
C 0.36766 3.57982 0.43809 0.209 -0.156 -0.176 -0.671
C -0.90572 3.88283 0.89456 -0.157 0.016 0.070 -0.544
C -2.00337 3.25230 0.34358 0.038 0.131 0.031 -0.973
C -1.84011 2.30407 -0.65526 0.034 -0.146 -0.139 -0.150
C -0.57135 1.98408 -1.11100 0.303 -0.023 -0.073 0.850
O -0.29346 1.04321 -2.06226 0.289 0.426 0.299 -0.318
C -1.37100 0.42862 -2.72570 -0.285 -0.186 -0.100 -0.957
H -1.99122 1.16577 -3.24466 0.024 -0.002 0.026 0.418
H -1.98787 -0.15210 -2.03317 0.031 0.033 -0.043 0.294
H -0.92103 -0.24212 -3.45601 -0.079 0.016 0.032 0.227
H -2.70924 1.80724 -1.05475 -0.063 -0.096 -0.075 0.409
H -2.99832 3.48760 0.68940 -0.096 0.017 0.034 0.416
H -1.03216 4.61646 1.67590 -0.009 0.071 0.062 0.410
H 1.22241 4.08621 0.85890 0.115 0.041 0.008 0.335
H 3.01711 2.85686 0.48446 -0.039 -0.150 -0.062 0.327
H 3.72397 1.96661 -0.88044 -0.071 0.022 0.123 0.302
H 1.39505 0.18676 -1.01828 -0.033 0.041 0.090 0.336
H 1.73619 -1.39879 1.44605 -0.081 -0.020 -0.199 0.452
C 2.32443 -2.45553 -0.33191 0.024 0.228 0.316 -0.779
C 3.76614 -2.10063 -0.04987 -0.004 -0.026 -0.466 0.285
O 4.46880 -1.45199 -0.77698 0.093 0.091 -0.122 -0.587
O 4.16673 -2.56905 1.13136 0.017 -0.359 0.646 -0.459
H 5.04654 -2.22707 1.35448 -0.120 0.108 -0.265 0.380
H 2.10317 -3.44457 0.06546 -0.027 -0.057 -0.057 0.473
H 2.15533 -2.41675 -1.40758 0.057 -0.045 0.031 0.404
H -0.02850 -3.15078 -1.23291 0.115 -0.089 -0.083 0.396
H -2.44192 -3.28341 -1.40199 -0.107 -0.053 -0.053 0.368
H -4.59208 -2.48606 -1.88058 0.007 -0.020 0.044 0.353
H -4.59938 -3.69513 -0.56487 0.009 0.038 -0.019 0.370
```
Positions in Å, forces in eV/Å.



(2)
Molecular formula: C20H23PSe2Sr
Method: DFT, ωB97M-V/def2-TZVPD

Summary:
LUMO = -0.49 eV
E_HOMO = -7.2 eV
Relative energy (zero: lowest compared OMol25 entry of this formula, charge and spin) = 60.32 kcal/mol
Molecular weight = 539.9 u

The geometry in XYZ format:
```
47
Properties=species:S:1:pos:R:3:forces:R:3:mulliken_charge:R:1
C -3.81445 1.56965 -1.72961 3.931 -2.697 3.957 -0.188
C -1.15173 0.24334 -3.54141 0.702 0.394 0.095 -0.154
C -3.55270 2.62938 -2.45145 -1.276 0.689 -3.339 -0.495
H -3.87772 1.83619 -0.59591 -1.753 -0.609 -1.858 0.149
C -0.56372 1.45016 -3.57829 0.034 -0.999 -0.267 -0.508
H -0.51364 -0.64318 -3.66929 -0.092 0.531 0.052 0.314
H -4.41492 3.25485 -2.53026 -0.134 1.782 1.417 0.354
H 0.51356 1.47196 -3.77579 -0.239 -0.131 0.169 0.413
C -2.71808 2.90149 -3.67620 1.428 -0.201 -0.748 -0.976
H -2.89816 3.93879 -3.98116 -0.096 -0.115 0.242 0.394
H -2.94178 2.32226 -4.59303 -0.114 0.049 0.529 0.353
C -3.14828 0.12136 -1.88815 -0.547 2.481 0.395 0.432
H -4.06655 -0.43156 -1.73140 -0.011 -0.880 -0.122 0.410
H -2.43580 -0.17700 -1.08105 -0.435 0.432 -0.551 -0.416
C -2.59057 -0.10310 -3.29434 -0.643 -0.407 0.185 -0.901
H -3.26870 0.41304 -3.99499 0.267 -0.437 0.164 0.288
H -2.68950 -1.17891 -3.43387 -0.022 -0.042 -0.484 0.378
C -1.16802 2.80062 -3.42964 -0.970 0.262 -0.096 -0.378
H -0.65981 3.48757 -4.12181 -0.140 -0.146 0.102 0.424
H -0.96304 3.16980 -2.42257 0.084 0.053 0.110 0.121
Sr -0.81241 0.97514 1.39537 -0.644 -2.849 5.074 1.137
H -1.01551 2.03068 0.24545 -1.144 5.506 -5.543 -0.310
Se 1.28357 0.15792 -0.58611 0.471 -0.632 0.687 -0.266
P 1.03401 -1.16914 1.14249 0.076 -0.856 -1.382 0.451
Se -1.07721 -1.84753 1.06341 0.691 -1.136 0.234 -0.445
C 2.27375 -2.46766 1.29116 0.228 -0.586 0.070 0.632
C 2.73085 -2.89955 2.54418 0.211 -0.251 -0.311 -0.390
C 3.68187 -3.92509 2.61592 -0.060 0.068 -0.027 -0.568
C 4.17128 -4.52211 1.44890 -0.254 0.261 -0.092 -0.438
C 3.70330 -4.09353 0.19910 -0.122 0.078 0.260 -0.637
C 2.74967 -3.07220 0.12330 0.260 -0.153 0.026 -0.461
C 1.20128 -0.17428 2.66249 0.055 0.207 0.312 -1.714
C 0.27148 -0.36829 3.69957 0.553 0.134 0.429 0.484
C 0.03527 0.67266 4.59956 0.028 -0.411 0.280 -0.598
C 0.73173 1.87516 4.47286 -0.061 0.368 0.175 -0.333
C 1.69317 2.04362 3.47476 0.321 0.072 0.070 -0.617
C 1.94012 1.01501 2.56383 0.086 -0.197 0.462 0.506
H 2.34939 -2.43886 3.45405 0.130 -0.113 -0.159 0.253
H 4.04603 -4.26062 3.59192 -0.155 0.143 -0.365 0.362
H 4.91518 -5.32081 1.51050 -0.263 0.295 -0.008 0.360
H 4.08379 -4.56129 -0.71191 -0.160 0.195 0.283 0.367
H 2.38090 -2.71556 -0.84044 0.144 -0.134 0.238 0.278
H -0.26504 -1.32064 3.78101 0.099 0.506 -0.183 0.431
H -0.68346 0.52609 5.41455 0.297 0.144 -0.360 0.375
H 0.53986 2.68962 5.18357 0.056 -0.363 -0.376 0.387
H 2.27208 2.97121 3.40943 -0.317 -0.348 0.043 0.381
H 2.68864 1.12334 1.77130 -0.500 0.044 0.210 0.359
```
Positions in Å, forces in eV/Å.



(3)
Molecular formula: C20H24AsF6N6O2S2Tl
Method: DFT, ωB97M-V/def2-TZVPD

Summary:
LUMO = 4.28 eV
E_HOMO = -2.4 eV
Relative energy (zero: lowest compared OMol25 entry of this formula, charge and spin) = 6.25 kcal/mol
Net charge = -2
Molecular weight = 837.9 u

The geometry in XYZ format:
```
62
Properties=species:S:1:pos:R:3:forces:R:3:mulliken_charge:R:1
Tl 0.81756 -0.44181 -1.33773 0.042 -0.047 -0.091 0.566
C 2.09390 -4.34554 -2.34766 0.004 0.009 0.019 -1.117
C 0.92735 -3.78253 -3.10807 -0.034 0.043 0.065 1.062
C -0.27763 -3.52366 -2.45033 -0.006 0.025 -0.087 -0.421
C -1.34488 -2.94814 -3.12593 0.021 -0.039 0.040 -0.544
C -1.22555 -2.61511 -4.46947 -0.052 0.009 0.024 -0.565
C -0.03474 -2.86540 -5.13052 0.012 -0.001 -0.068 -0.469
C 1.02981 -3.44578 -4.45382 0.020 -0.045 0.027 -0.519
H 2.91557 -4.60440 -3.01803 -0.002 0.007 0.006 0.382
H 1.80474 -5.23805 -1.78986 0.004 -0.009 -0.001 0.309
H 2.44044 -3.61512 -1.61106 0.000 -0.006 0.024 0.063
H -0.36460 -3.73392 -1.38976 0.026 -0.012 -0.011 0.303
H -2.25783 -2.72776 -2.58735 -0.001 -0.001 -0.004 0.531
H -2.05117 -2.14435 -4.98880 -0.004 -0.004 0.003 0.378
H 0.07223 -2.59931 -6.17602 0.006 0.006 0.006 0.345
H 1.96392 -3.62675 -4.97503 0.005 0.001 0.007 0.282
S 0.08395 1.70614 0.49886 0.192 -0.012 0.131 -0.470
C -1.41025 1.20924 1.25361 0.018 0.224 0.114 0.660
C -1.77712 2.01095 2.38703 -0.033 -0.115 0.132 -0.543
N -1.99177 2.65881 3.31819 -0.078 0.046 -0.113 -0.651
C -2.20804 0.17110 0.86511 0.054 -0.032 -0.042 0.485
S -1.90986 -0.92482 -0.44099 -0.050 -0.001 0.030 -0.284
C -3.44384 -0.02806 1.57897 0.021 0.044 0.010 -0.183
N -4.45020 -0.18260 2.11958 0.000 -0.026 -0.013 -0.649
N 2.36219 3.25066 2.67335 0.014 0.065 -0.202 -0.343
C 2.73092 2.28555 3.53460 0.035 -0.268 0.076 0.717
N 1.85572 1.28039 3.74228 0.062 0.087 0.081 -0.383
N 3.86153 2.28187 4.22199 -0.076 0.035 -0.068 -0.730
C 4.71547 3.25427 3.96062 -0.027 0.042 0.014 0.569
N 5.49442 4.09228 3.75808 -0.019 -0.021 0.023 -0.624
H 1.66048 3.03453 1.96929 -0.128 -0.073 0.110 0.080
H 3.07233 3.91364 2.41757 0.081 0.122 0.002 0.242
H 1.12269 1.15464 3.05944 -0.050 0.060 -0.092 0.032
H 2.25596 0.43716 4.11811 0.011 0.011 0.057 0.242
C -2.70896 2.30494 -1.79494 0.008 -0.028 -0.197 -0.650
As -3.00988 4.19695 -1.84846 0.018 0.004 0.267 0.904
C -2.15267 4.86279 -0.25632 -0.017 -0.020 0.010 -0.949
C -4.90526 4.41238 -1.49465 0.003 0.022 -0.099 -1.119
O -2.54805 4.98621 -3.21777 -0.083 -0.068 0.013 -0.799
H -3.33236 1.83491 -1.03508 -0.019 0.052 -0.018 0.272
H -1.66702 2.11869 -1.53659 0.007 -0.015 -0.035 0.043
H -2.92805 1.87721 -2.77132 -0.014 -0.017 0.004 0.400
H -2.67494 4.50010 0.62957 0.011 0.001 0.006 0.308
H -2.15527 5.95095 -0.28161 0.017 0.004 0.013 0.375
H -1.13375 4.47891 -0.23048 0.023 0.034 -0.007 0.200
H -5.15695 4.06994 -0.49096 0.051 -0.012 -0.019 0.364
H -5.46125 3.83001 -2.22796 -0.022 0.013 -0.007 0.347
H -5.15496 5.46560 -1.60927 -0.025 0.016 0.019 0.337
C 0.65110 -1.73144 2.15894 -0.007 -0.053 -0.005 -1.306
C 1.85306 -2.32782 1.40741 -0.035 0.036 0.029 1.618
O 1.86470 -2.06445 0.08891 -0.012 -0.083 -0.131 -0.975
C 1.81896 -3.86516 1.62342 -0.004 0.048 0.027 0.555
F 2.83993 -4.51807 1.03917 -0.026 0.020 -0.017 -0.269
F 1.83631 -4.23205 2.93192 0.001 -0.027 -0.034 -0.311
F 0.68819 -4.37980 1.10393 0.032 -0.019 0.004 -0.257
C 3.14647 -1.75253 2.04310 -0.009 -0.057 -0.014 0.384
F 3.21966 -0.43178 1.81587 0.041 -0.044 -0.038 -0.215
F 4.27377 -2.29608 1.55651 0.011 -0.004 -0.027 -0.296
F 3.20778 -1.90846 3.39500 -0.001 0.052 0.053 -0.324
H -0.25976 -2.11590 1.70216 0.003 0.010 0.006 0.484
H 0.65899 -0.65376 1.99730 -0.010 -0.024 -0.009 -0.352
H 0.65653 -1.96041 3.22596 -0.004 0.033 0.000 0.479
```
Positions in Å, forces in eV/Å.



(4)
Molecular formula: C20H24AuN3OSb
Method: DFT, ωB97M-V/def2-TZVPD

Summary:
LUMO (spin up / spin down) = -9.48 / -13.28 eV
E_HOMO (spin up / spin down) = -18.8 / -19.0 eV
Net charge = +3
Molecular weight = 641.2 u
⟨S²⟩ = 2.01
2S+1 = 3

The geometry in XYZ format:
```
50
Properties=species:S:1:pos:R:3:forces:R:3:mulliken_charge:R:1
Au 0.03897 -0.46482 -0.52533 0.082 0.068 -0.007 0.819
C 1.76009 -2.31887 -2.32912 0.007 0.004 0.010 -1.657
C 2.66394 -1.47824 -1.48718 -0.020 0.048 0.041 1.247
C 4.05274 -1.56522 -1.54651 0.037 -0.002 -0.003 -0.839
C 4.84111 -0.76730 -0.74200 -0.010 -0.024 -0.025 -0.437
C 4.23503 0.13235 0.13686 -0.040 -0.038 -0.039 -0.686
C 2.86067 0.17962 0.15599 0.303 0.110 0.104 0.493
N 2.10282 -0.59965 -0.63131 -0.027 -0.042 -0.029 -0.032
Sb 1.79988 1.49158 1.45682 -0.428 -0.235 -0.221 1.144
C 0.59392 2.58109 0.05375 0.194 0.126 0.179 0.235
C 0.47739 3.94911 0.12016 -0.036 -0.059 -0.040 -0.813
C -0.21450 4.57420 -0.92063 -0.013 0.005 -0.033 -0.457
C -0.71356 3.80976 -1.95366 -0.012 0.061 0.009 -0.784
C -0.55740 2.42081 -1.95004 0.050 -0.074 0.078 0.905
C -1.10003 1.56936 -3.05188 0.006 0.003 -0.001 -1.280
N 0.09539 1.82668 -0.93622 -0.132 0.003 -0.232 -0.028
C 0.59170 0.09745 2.56025 0.167 0.200 0.169 0.200
C 0.50146 0.15763 3.92968 -0.035 -0.026 -0.040 -0.791
C -0.20553 -0.87273 4.55604 -0.015 -0.036 -0.010 -0.466
C -0.73812 -1.88661 3.78909 -0.007 0.014 0.060 -0.786
C -0.59781 -1.87750 2.39752 0.036 0.050 -0.063 0.905
C -1.16554 -2.96940 1.55084 0.003 0.003 0.007 -1.180
N 0.06344 -0.86961 1.80158 -0.071 -0.228 -0.005 0.003
H 2.33159 -2.96647 -2.98972 -0.002 -0.001 0.000 0.460
H 1.13409 -2.95917 -1.70098 0.001 -0.004 -0.004 0.340
H 1.12010 -1.69112 -2.95575 0.005 -0.002 -0.005 0.326
H 4.50117 -2.26919 -2.23462 -0.002 0.000 0.001 0.475
H 5.92037 -0.83717 -0.79031 0.000 0.001 0.001 0.469
H 4.83280 0.76695 0.77761 -0.011 0.004 0.004 0.450
H 0.90355 4.52393 0.93127 0.007 -0.005 0.002 0.464
H -0.33598 5.64993 -0.92347 -0.003 -0.001 0.002 0.474
H -1.22579 4.27776 -2.78392 0.001 -0.004 -0.004 0.506
H -1.10757 2.11697 -3.99242 0.000 -0.010 -0.008 0.501
H -0.49603 0.66987 -3.18228 0.003 -0.001 -0.003 0.166
H -2.13223 1.27894 -2.84278 -0.011 0.024 0.005 0.205
H 0.95641 0.95345 4.50365 0.003 0.003 -0.006 0.465
H -0.31138 -0.88247 5.63334 -0.003 0.003 -0.001 0.473
H -1.26265 -2.70969 4.25613 0.004 -0.004 -0.001 0.506
H -1.15763 -3.91363 2.09211 -0.002 -0.008 -0.011 0.530
H -2.20199 -2.75278 1.28580 -0.006 0.004 0.007 0.172
H -0.59108 -3.09168 0.63153 0.004 0.002 0.001 0.071
C -4.44084 -0.58319 -0.11956 0.010 -0.025 -0.016 -1.318
C -3.09562 0.07810 0.00874 -0.054 0.086 0.046 -0.069
O -2.07019 -0.72176 -0.69251 -0.039 0.005 0.122 -0.366
H -5.18674 0.03214 0.38422 -0.004 -0.001 -0.002 0.390
H -4.45332 -1.57256 0.33579 0.010 0.002 0.004 0.319
H -4.74689 -0.66713 -1.16467 -0.006 0.015 0.000 0.413
H -2.74894 0.12731 1.04012 0.007 -0.030 -0.005 0.261
H -3.08885 1.08193 -0.41756 0.025 -0.006 -0.023 0.328
H -2.43236 -1.05894 -1.52448 0.024 0.019 -0.018 0.274
```
Positions in Å, forces in eV/Å.



For the records above, the corresponding E_tot values read -1357.36122, -5950.64869, -5059.54723, -1390.85177 a.u..